[1]
# C4H12NPS2

A cluster of 2 separate species, C4H12NPS2 in total in a non-equilibrium geometry (ωB97M-V with the def2-TZVPD basis set, OMol25).

The geometry in ORCA input format:
```
! RIJCOSX wB97M-V def2-TZVPD def2/J DEFGRID3
* xyz 0 3
C -0.17 -0.12 -1.24
C -0.35 1.81 -0.13
C -4.46 -0.99 0.68
C 4.56 -0.65 0.02
N 0.46 0.66 -0.28
P 2.05 0.92 0.15
S -3.39 0.16 -0.33
S 2.84 -0.92 -0.42
H -0.90 -0.84 -0.74
H -0.89 0.32 -1.96
H 0.47 -0.79 -1.80
H -0.71 2.35 -0.93
H -1.37 1.53 0.36
H 0.12 2.66 0.56
H -5.44 -0.80 1.01
H -3.71 -1.08 1.43
H -4.41 -1.96 0.12
H 5.12 -0.43 -0.87
H 4.91 -1.50 0.67
H 4.61 0.20 0.71
*
```

For the LUMO energy (alpha / beta), the calculation gives 0.846 / -1.959 eV. Its expectation value of S² is 2.006. The relative energy (zero: lowest compared OMol25 entry of this formula, charge and spin) comes out at 48.2 kcal/mol. The value obtained for the HOMO energy (alpha / beta) is -0.227 / -0.316 Ha. Its gap between HOMO and LUMO (alpha / beta) is 7.0 / 6.6 eV.


[2]
# C10H17Cl2FO2Tc

A structure of composition C10H17Cl2FO2Tc in a non-equilibrium geometry (ωB97M-V with the def2-TZVPD basis set, OMol25).

The geometry in ORCA input format:
```
! RIJCOSX wB97M-V def2-TZVPD def2/J DEFGRID3
* xyz -2 4
C 0.40 -0.96 -0.14
C 1.24 0.12 -0.70
C 0.41 1.21 -1.00
C 2.66 0.01 -1.09
C -0.96 0.81 -0.86
C -1.00 -0.52 -0.41
C -2.21 -1.37 -0.41
C 0.82 -2.36 -0.35
C 0.92 2.59 -1.23
C -2.13 1.71 -0.98
Tc 0.34 -0.36 2.03
Cl 2.18 0.84 2.24
Cl 1.77 -1.92 2.92
O -0.92 0.18 3.44
H 3.00 -1.04 -1.10
H 3.31 0.57 -0.42
H 2.77 0.41 -2.11
H 1.78 2.83 -0.60
H 0.14 3.33 -1.03
H 1.23 2.70 -2.28
H -1.92 2.70 -0.59
H -2.96 1.31 -0.41
H -2.45 1.82 -2.01
H -3.08 -0.81 -0.06
H -2.12 -2.22 0.27
H -2.43 -1.76 -1.41
H 1.84 -2.55 0.01
H 0.78 -2.59 -1.43
H 0.17 -3.01 0.21
H -1.24 1.04 3.08
O -0.86 -2.02 1.99
H -1.19 -2.16 2.90
F -0.29 1.47 1.51
*
```

For the LUMO energy (alpha / beta), the calculation gives 5.983 / 5.979 eV. Its expectation value of S² is 3.769. The relative energy (zero: lowest compared OMol25 entry of this formula, charge and spin) comes out at 0.0 kcal/mol. The value obtained for the HOMO energy (alpha / beta) is 0.014 / 0.001 Ha. Its gap between HOMO and LUMO (alpha / beta) is 5.6 / 5.9 eV.


[3]
# C25H19F3N2OsS4

A structure of composition C25H19F3N2OsS4 (ωB97M-V with the def2-TZVPD basis set, OMol25).

The geometry in ORCA input format:
```
! RIJCOSX wB97M-V def2-TZVPD def2/J DEFGRID3
* xyz 2 5
Os 0.23 -0.24 -0.82
S -0.81 -0.38 -2.91
C -2.21 0.63 -2.87
C -2.65 1.18 -4.08
C -3.71 2.07 -4.09
C -4.36 2.39 -2.90
C -3.96 1.82 -1.70
C -2.89 0.94 -1.68
S -2.42 0.09 -0.20
C -2.18 1.43 0.98
C -1.03 1.15 1.91
C -1.07 1.66 3.20
C 0.02 1.49 4.03
C 1.12 0.80 3.56
C 1.09 0.30 2.27
C 2.25 -0.50 1.75
S 2.58 -0.16 0.01
C 2.89 1.58 0.04
C 4.08 2.03 0.60
C 4.35 3.39 0.64
C 3.45 4.29 0.09
C 2.28 3.85 -0.50
C 1.98 2.48 -0.52
S 0.52 1.97 -1.34
N 0.03 0.47 1.46
H -2.14 0.93 -5.00
H -4.04 2.51 -5.02
H -5.20 3.08 -2.91
H -4.51 2.03 -0.79
H -3.09 1.56 1.56
H -2.00 2.34 0.41
H -1.95 2.19 3.54
H 0.01 1.88 5.04
H 1.99 0.64 4.18
H 2.07 -1.58 1.81
H 3.16 -0.28 2.31
H 4.80 1.32 1.00
H 5.28 3.74 1.07
H 3.67 5.35 0.10
H 1.59 4.55 -0.96
F 0.97 -7.22 -0.69
C -0.04 -6.62 -0.07
F -1.18 -7.05 -0.61
F -0.03 -6.97 1.21
C 0.05 -5.11 -0.20
C -0.83 -4.31 0.51
C -0.76 -2.94 0.36
N 0.15 -2.35 -0.44
C 1.02 -3.14 -1.10
C 0.99 -4.51 -1.02
H -1.58 -4.74 1.16
H -1.45 -2.30 0.89
H 1.74 -2.64 -1.73
H 1.71 -5.10 -1.58
*
```

For the LUMO energy (alpha / beta), the calculation gives -5.802 / -8.551 eV. Its expectation value of S² is 6.036. The value obtained for the HOMO energy (alpha / beta) is -0.499 / -0.536 Ha. Its gap between HOMO and LUMO (alpha / beta) is 7.8 / 6.0 eV.


[4]
# C6H20AsBMnN3O

A structure of composition C6H20AsBMnN3O in a non-equilibrium geometry (ωB97M-V with the def2-TZVPD basis set, OMol25).

The geometry in ORCA input format:
```
! RIJCOSX wB97M-V def2-TZVPD def2/J DEFGRID3
* xyz 3 4
Mn -1.42 0.00 0.09
N -2.28 -1.75 -0.61
C -2.29 -2.84 0.43
C -1.26 -2.51 1.49
N -1.43 -1.07 1.85
H -3.24 -1.60 -0.93
H -1.79 -2.08 -1.44
H -2.07 -3.81 -0.03
H -3.29 -2.91 0.87
H -0.25 -2.65 1.11
H -1.39 -3.16 2.36
H -0.77 -0.83 2.59
H -2.35 -0.96 2.29
C 1.94 1.64 -2.30
As 1.84 0.14 -1.09
C 2.50 0.48 0.69
C 2.54 -1.48 -1.85
O 0.12 -0.20 -0.82
H 2.99 1.94 -2.36
H 1.34 2.46 -1.94
H 1.61 1.33 -3.29
H 3.46 1.00 0.63
H 2.65 -0.47 1.19
H 1.78 1.09 1.23
H 3.63 -1.39 -1.85
H 2.19 -1.59 -2.87
H 2.25 -2.33 -1.24
B -1.06 4.35 1.03
C -1.20 2.86 0.80
N -1.21 1.71 0.64
H -1.81 4.75 1.93
H -1.81 5.18 0.49
H 0.07 4.70 0.92
*
```

For the LUMO energy (alpha / beta), the calculation gives -13.259 / -13.364 eV. Its expectation value of S² is 4.202. The relative energy (zero: lowest compared OMol25 entry of this formula, charge and spin) comes out at 16.4 kcal/mol. The value obtained for the HOMO energy (alpha / beta) is -0.782 / -0.801 Ha. Its gap between HOMO and LUMO (alpha / beta) is 8.0 / 8.4 eV.


[5]
# C5H12NO

The ion C5H12NO with charge -1 in a non-equilibrium geometry (ωB97M-V with the def2-TZVPD basis set, OMol25).

The geometry in ORCA input format:
```
! RIJCOSX wB97M-V def2-TZVPD def2/J DEFGRID3
* xyz -1 1
C 1.23 -1.19 0.39
N -0.17 -0.86 0.41
C -0.76 0.35 0.93
C -0.42 1.61 0.12
C -1.57 2.23 -0.75
O -1.20 3.24 -1.54
C 1.43 -2.56 -0.31
H 1.77 -1.03 1.32
H 1.77 -0.53 -0.30
H -0.61 -1.02 -0.48
H -0.34 0.51 1.94
H -1.84 0.38 1.18
H 0.20 1.26 -0.72
H 0.25 2.38 0.52
H -2.36 2.50 -0.01
H -2.03 1.33 -1.29
H 0.77 -3.31 0.13
H 2.49 -2.80 -0.13
H 1.39 -2.48 -1.40
*
```

For the LUMO energy, the calculation gives 3.551 eV. The relative energy (zero: lowest compared OMol25 entry of this formula, charge and spin) comes out at 33.7 kcal/mol. The value obtained for the HOMO energy is -0.080 Ha. Its gap between HOMO and LUMO is 5.7 eV.


What are the E values for these records? In order: -36788.38290 -44702.87186 -83161.05131 -105867.49498 -8915.60359 eV.